Entry from OMol25: a molecular structure, C5H6Cl2InO4Pr in a non-equilibrium geometry (ωB97M-V/def2-TZVPD).

```
! RIJCOSX wB97M-V def2-TZVPD def2/J DEFGRID3
* xyz 4 3
In -2.458 -0.925 -2.851
Pr -0.389 -0.590 1.780
Cl -0.325 0.023 -3.188
Cl -2.329 -2.200 2.075
C -0.938 1.496 3.085
C -3.033 1.158 -4.117
C -3.411 -0.149 -0.724
O -1.297 2.412 3.709
O -2.426 1.865 -4.791
O -3.231 0.666 0.073
C 1.942 0.589 0.456
C 2.631 -0.777 0.512
O 1.553 -1.751 0.976
H 1.030 0.556 -0.201
H 2.632 1.315 -0.004
H 1.753 0.987 1.478
H 2.968 -1.177 -0.440
H 3.460 -0.838 1.238
H 1.868 -2.660 0.932
*
```

LUMO level (spin up / spin down) = -0.7175 / -0.7175 hartree
Orbital gap (spin up / spin down) = 4.94 / 5.00 eV
Calculated total energy = -2120.775946 hartree
Relative energy (zero: lowest compared OMol25 entry of this formula, charge and spin) = 0.0000 eV
E_HOMO (spin up / spin down) = -24.462 / -24.527 eV

Atom charges from the natural (NBO) analysis, given in e for atoms 1 to 2:
1. In 1.74
2. Pr 1.98